Entry 1:
This record from OMol25 describes a 2-piece molecular cluster, C5H11NO2 overall. The level of theory is ωB97M-V with the def2-TZVPD basis set.

Bonds (Å) are listed after each position.
Atoms and positions in Å:
1 N 1.15877 -1.09117 -0.49747  C2 1.684, H6 1.016, H7 1.017, H8 1.134
2 C 1.46807 0.21116 0.52479  N1 1.684, O3 1.284, C4 1.522, H9 1.117
3 O 0.52416 1.07191 0.39838  C2 1.284
4 C 2.85483 0.70401 0.13732  C2 1.522, O5 1.207, H10 1.106
5 O 3.52831 0.24034 -0.75064  C4 1.207
6 H 1.68626 -1.92724 -0.26370  N1 1.016
7 H 1.39518 -0.78250 -1.43682  N1 1.017
8 H 0.04433 -1.21722 -0.33167  N1 1.134
9 H 1.53705 -0.33035 1.49904  C2 1.117
10 H 3.14742 1.62839 0.66985  C4 1.106
11 C -1.60214 -1.19446 0.17898  C12 1.369, H14 1.085, H15 1.082
12 C -1.61524 0.13588 0.50127  C11 1.369, C13 1.492, H16 1.083
13 C -2.13055 1.18959 -0.42073  C12 1.492, H17 1.090, H18 1.092, H19 1.089
14 H -2.00508 -1.50837 -0.77873  C11 1.085
15 H -1.64041 -1.94071 0.96201  C11 1.082
16 H -1.56758 0.41599 1.54668  C12 1.083
17 H -2.12074 0.85265 -1.45685  C13 1.090
18 H -3.15023 1.45942 -0.13712  C13 1.092
19 H -1.51243 2.08268 -0.34460  C13 1.089

Relative energy (zero: lowest compared OMol25 entry of this formula, charge and spin) ... 353.4 kJ/mol
Frontier orbital gap ... 8.99 eV
SMILES ... [NH3+][C@H]([O-])C=O.C=CC
LUMO energy ... 0.78 eV

Entry 2:
This record from OMol25 describes a 3-piece molecular cluster, C3H5NO3 overall. The level of theory is ωB97M-V with the def2-TZVPD basis set.

Bonds (Å) are listed after each position.
Atoms and positions in Å:
1 N 2.22217 -0.01657 -0.06569  O5 1.395, H10 1.022
2 C -2.02180 0.44651 -0.22260  O6 1.350, O7 1.199
3 C 0.27619 -0.21304 0.58949  C4 1.235, H11 1.070
4 C 0.05397 0.55568 -0.35156  C3 1.235, H12 1.068
5 O 2.78286 -1.27393 -0.29258  N1 1.395, H8 0.968
6 O -2.64616 0.32528 0.96804  C2 1.350, H9 0.980
7 O -2.61491 0.61318 -1.25076  C2 1.199
8 H 2.68921 -1.39092 -1.24895  O5 0.968
9 H -3.61306 0.31938 0.80668  O6 0.980
10 H 2.57737 0.29600 0.84059  N1 1.022
11 H 0.07456 -0.92768 1.35932  C3 1.070
12 H 0.21960 1.26612 -1.13198  C4 1.068

Relative energy (zero: lowest compared OMol25 entry of this formula, charge and spin) ... 819.4 kJ/mol
Frontier orbital gap (spin up / spin down) ... 8.08 / 8.08 eV
LUMO energy (spin up / spin down) ... 0.28 / 0.28 eV

Entry 3:
This record from OMol25 describes a 2-piece molecular cluster, C2H7N3 overall. The level of theory is ωB97M-V with the def2-TZVPD basis set.

Bonds (Å) are listed after each position.
Atoms and positions in Å:
1 C 0.49882 -1.02844 0.84558  N5 1.234, H6 1.201, H7 1.064
2 C 1.37440 1.07159 1.64583  N5 1.498, H9 1.080, H10 1.203, H11 1.119
3 N -1.95319 -0.25008 -2.61248  N4 1.220, H8 1.049, H12 1.053
4 N -2.07156 0.02288 -1.42964  N3 1.220
5 N 0.69159 0.17603 0.65826  C1 1.234, C2 1.498
6 H -0.12923 -1.43209 -0.09458  C1 1.201
7 H 0.68501 -1.66453 1.67776  C1 1.064
8 H -1.03696 -0.39933 -3.10019  N3 1.049
9 H 0.61705 1.53289 2.26197  C2 1.080
10 H 2.05350 0.33546 2.31234  C2 1.203
11 H 1.98968 1.87720 1.17079  C2 1.119
12 H -2.71912 -0.24158 -3.33564  N3 1.053

Relative energy (zero: lowest compared OMol25 entry of this formula, charge and spin) ... 436.8 kJ/mol
Frontier orbital gap ... 9.10 eV
LUMO energy ... 1.00 eV

Entry 4:
This record from OMol25 describes a 2-piece molecular cluster, C5H13O2 overall. The level of theory is ωB97M-V with the def2-TZVPD basis set.

Bonds (Å) are listed after each position.
Atoms and positions in Å:
1 C -0.51284 1.06050 1.84232  O2 1.329, C3 1.566, H7 1.158, H8 1.118
2 O -1.61813 1.79928 1.83570  C1 1.329
3 C 0.00338 0.56025 0.45158  C1 1.566, C4 1.532, H9 1.109, H10 1.095
4 C 1.10868 -0.49889 0.50072  C3 1.532, C5 1.547, H11 1.098, H12 1.096
5 C 1.52959 -1.00530 -0.89909  C4 1.547, C6 1.524, H13 1.098, H14 1.091
6 C 2.26504 0.07164 -1.68810  C5 1.524, H15 1.088, H16 1.107, H17 1.089
7 H -0.65794 0.04804 2.38436  C1 1.158
8 H 0.44252 1.45379 2.27042  C1 1.118
9 H -0.82893 0.02385 -0.04675  C3 1.109
10 H 0.10129 1.44225 -0.18981  C3 1.095
11 H 2.00264 -0.16107 1.04094  C4 1.098
12 H 0.70912 -1.34306 1.07427  C4 1.096
13 H 2.11750 -1.91842 -0.73610  C5 1.098
14 H 0.60977 -1.30932 -1.39996  C5 1.091
15 H 2.97578 0.60060 -1.05656  C6 1.088
16 H 2.71383 -0.29645 -2.63119  C6 1.107
17 H 1.56205 0.76624 -2.14443  C6 1.089
18 H -4.11955 -0.28453 0.03068  O20 0.984
19 H -5.50381 -0.15851 -0.47405  O20 0.969
20 O -4.89997 -0.85090 -0.16496  H18 0.984, H19 0.969

Relative energy (zero: lowest compared OMol25 entry of this formula, charge and spin) ... 86.9 kJ/mol
Frontier orbital gap (spin up / spin down) ... 1.57 / 5.41 eV
2S+1 ... 2
⟨S²⟩ ... 0.75
LUMO energy (spin up / spin down) ... 5.62 / 5.48 eV
Charge ... -2

Entry 5:
This record from OMol25 describes one molecule with the formula C6H7ClS. The level of theory is ωB97M-V with the def2-TZVPD basis set.

Bonds (Å) are listed after each position.
Atoms and positions in Å:
1 S -0.93846 -2.25961 0.07701  C2 1.820, H9 1.334
2 C -0.38172 -0.71264 -0.70388  S1 1.820, C3 1.504, C6 1.487, H10 1.112
3 C -1.50056 0.24250 -1.01663  C2 1.504, C4 1.340, H11 1.076
4 C -1.33921 1.34828 -0.27747  C3 1.340, C5 1.445, H12 1.083
5 C -0.07385 1.27219 0.41650  C4 1.445, C6 1.353, H13 1.082
6 C 0.53104 0.09176 0.15099  C2 1.487, C5 1.353, C7 1.470
7 C 1.85508 -0.24593 0.69247  C6 1.470, Cl8 1.823, H14 1.117, H15 1.083
8 Cl 3.05407 -0.59738 -0.63486  C7 1.823
9 H -1.50377 -1.76361 1.17907  S1 1.334
10 H 0.15193 -1.06723 -1.61294  C2 1.112
11 H -2.34158 0.03493 -1.65467  C3 1.076
12 H -2.04624 2.16638 -0.21817  C4 1.083
13 H 0.41940 2.03902 0.99829  C5 1.082
14 H 2.32708 0.57634 1.28319  C7 1.117
15 H 1.78682 -1.12501 1.32109  C7 1.083

Relative energy (zero: lowest compared OMol25 entry of this formula, charge and spin) ... 22.0 kJ/mol
Frontier orbital gap ... 8.98 eV
SMILES ... S[C@H]1C=CC=C1CCl
LUMO energy ... 0.35 eV

Entry 6:
This record from OMol25 describes a 4-piece molecular cluster, C4H15NO2 overall. The level of theory is ωB97M-V with the def2-TZVPD basis set.

Bonds (Å) are listed after each position.
Atoms and positions in Å:
1 C -1.46898 0.70740 0.93636  C2 1.550, H6 1.041, H7 1.130, H8 1.085
2 C -1.12983 1.06760 -0.53265  C1 1.550, C3 1.526, H9 1.084, H15 1.104
3 C -0.97382 -0.19751 -1.37244  C2 1.526, C4 1.566, H10 1.092, H11 1.194
4 C 0.45763 -0.57833 -1.88015  C3 1.566, H12 1.096, H13 1.119, H14 1.090
5 N 2.01847 -0.67740 1.46309  H16 1.053, H17 1.056, H21 1.032
6 H -2.37137 0.99938 1.36547  C1 1.041
7 H -0.66664 1.25112 1.51799  C1 1.130
8 H -1.16223 -0.30657 1.16997  C1 1.085
9 H -1.89493 1.76465 -0.85599  C2 1.084
10 H -1.76788 -0.28160 -2.11764  C3 1.092
11 H -1.06073 -1.05231 -0.54393  C3 1.194
12 H 0.92456 0.38779 -2.10106  C4 1.096
13 H 0.33658 -1.24975 -2.76672  C4 1.119
14 H 1.06262 -1.10279 -1.14067  C4 1.090
15 H -0.21556 1.67826 -0.43094  C2 1.104
16 H 1.52744 -0.12195 0.71548  N5 1.053
17 H 1.49119 -1.56930 1.66925  N5 1.056
18 H 2.05376 2.12557 0.63813  O19 0.964
19 O 1.24892 1.85491 0.18148  H18 0.964
20 H -0.64895 -2.65881 0.76191  O22 0.939
21 H 2.63725 -0.16672 2.11235  N5 1.032
22 O -0.39747 -1.87363 1.21069  H20 0.939

Relative energy (zero: lowest compared OMol25 entry of this formula, charge and spin) ... 1017.7 kJ/mol
Frontier orbital gap ... 4.34 eV
LUMO energy ... -4.92 eV

For each record above, in turn, the calculated E values are -10945.60424 -10817.19537 -6653.42871 -9486.11818 -29692.25799 -9966.53857 eV.